(1)
# C4H5NO

A single C4H5NO molecule at a distorted geometry (the ωB97M-V functional and the def2-TZVPD basis, the OMol25 dataset).

Values from the calculation:
HOMO level (alpha / beta) = -0.2908 / -0.3136 hartree
LUMO energy (alpha / beta) = -0.0307 / 0.0006 Ha
molecular weight = 83.09 Da
calculated total energy = -285.2706 a.u.

The geometry in XYZ format:
```
11
Properties=species:S:1:pos:R:3:forces:R:3:mulliken_charge:R:1
C -1.6364 -0.3361 -0.2636 0.04 -0.03 -0.04 -0.89
C -0.5278 0.4857 0.2575 -1.01 0.37 -0.71 -0.10
O 0.2507 -0.0276 1.1819 0.87 -0.05 0.32 -0.28
C 1.5158 0.3028 0.7251 0.15 -0.30 0.40 -0.47
C 1.9215 -0.2117 -0.5156 0.33 -0.31 -0.93 0.48
N 2.2680 -0.6351 -1.5475 -0.34 0.41 1.00 -0.45
H -2.4731 0.2804 -0.6017 0.12 -0.08 0.06 0.32
H -1.2777 -0.9241 -1.1224 -0.08 0.03 0.07 0.25
H -1.9624 -1.0468 0.5032 0.02 0.10 -0.10 0.30
H -0.2878 1.4800 -0.1020 -0.06 -0.11 0.07 0.49
H 2.2092 0.6325 1.4851 -0.03 -0.03 -0.15 0.36
```
Forces are in eV/Å.

***

(2)
# CH6O2

2 unconnected molecules or ions with the total composition CH6O2 at a distorted geometry (the ωB97M-V functional and the def2-TZVPD basis, the OMol25 dataset).

Values from the calculation:
charge = +1
HOMO level (alpha / beta) = -0.6231 / -0.6036 hartree
2S+1 = 2
LUMO energy (alpha / beta) = -0.1629 / -0.4123 Ha
molecular weight = 50.06 Da
calculated total energy = -191.7353 a.u.

The geometry in XYZ format:
```
9
Properties=species:S:1:pos:R:3:forces:R:3:mulliken_charge:R:1
C 0.6154 -1.2742 0.3659 0.32 0.37 -0.09 -0.35
O 0.4526 0.1026 0.2080 -0.70 -0.48 1.27 -0.25
H 0.8040 -1.4077 1.4916 -0.11 0.00 -0.64 0.35
H -0.2934 -1.9116 0.1791 0.32 0.58 0.15 0.35
H 1.4827 -1.4908 -0.2469 -0.03 -0.58 0.16 0.26
H -0.3370 0.4566 0.7158 0.75 -0.24 0.23 0.43
H -0.7212 1.0942 -0.6190 -0.35 0.45 -1.80 0.39
H -0.8878 2.4617 -1.4517 0.11 -0.54 0.27 0.36
O -1.1153 1.9693 -0.6428 -0.31 0.45 0.45 -0.53
```
Forces are in eV/Å.

***

(3)
# C70H88Ge2MnN4S5SbSi3

A molecular structure, C70H88Ge2MnN4S5SbSi3 at a distorted geometry (the ωB97M-V functional and the def2-TZVPD basis, the OMol25 dataset).

Values from the calculation:
charge = -1
HOMO level (alpha / beta) = -0.1296 / -0.1637 hartree
2S+1 = 6
LUMO energy (alpha / beta) = 0.0418 / 0.0774 Ha
molecular weight = 1552.01 Da
calculated total energy = -11344.0987 a.u.

The geometry in XYZ format:
```
174
Properties=species:S:1:pos:R:3:forces:R:3:mulliken_charge:R:1
Mn -0.8266 1.6581 0.8225 1.59 1.34 -0.06 -0.23
C -4.2832 -2.5511 -5.3172 0.08 -0.01 -0.05 -1.94
C -2.8637 -2.2473 -4.9297 -0.06 0.05 -0.05 0.52
C -2.0846 -3.2013 -4.2948 0.04 0.07 -0.02 -0.72
C -0.7449 -2.9726 -4.0127 0.01 0.09 -0.01 1.08
C 0.1135 -4.0611 -3.4501 0.03 -0.04 0.01 -1.49
C -0.1926 -1.7292 -4.3248 -0.30 -0.05 -0.05 1.42
C -0.9627 -0.7567 -4.9667 0.01 -0.02 0.02 0.56
C -0.3230 0.5313 -5.3910 -0.01 0.01 -0.01 -2.08
C -2.2883 -1.0300 -5.2640 0.01 -0.14 0.01 -0.59
C 1.2706 -1.5084 -4.2346 0.15 -0.13 -0.31 -0.65
C 1.9706 -1.8527 -5.3884 0.03 -0.03 -0.02 -0.13
C 3.3275 -1.6276 -5.4878 0.04 -0.05 -0.09 -1.09
C 3.9975 -1.0859 -4.4117 -0.06 0.05 -0.03 -0.41
C 3.3279 -0.7785 -3.2297 0.24 -0.02 -0.31 -0.39
C 1.9512 -0.9701 -3.1481 -0.58 0.33 0.91 -0.31
Ge 0.9838 -0.4717 -1.4568 0.16 -0.73 0.41 -0.51
S -0.0600 1.4197 -1.4336 0.12 0.06 -0.84 -0.96
S -0.4228 -2.1182 -0.6609 0.50 0.39 0.18 1.20
Ge 0.6165 -1.5621 1.3065 0.14 -0.19 -0.59 -2.91
S -0.6671 -0.0738 2.2681 0.26 -0.95 1.08 -0.33
S 2.4379 -0.7080 0.2966 -0.73 -0.10 -0.10 1.22
C 1.0818 -3.0770 2.5293 -0.30 0.71 -0.66 -0.34
C 1.9737 -2.8250 3.5688 0.08 -0.20 0.19 -0.18
C 2.3484 -3.8561 4.4208 0.02 0.02 -0.02 0.07
C 1.8289 -5.1260 4.2533 0.02 -0.05 0.09 -1.18
C 0.9440 -5.3694 3.2224 0.02 -0.05 0.02 -0.14
C 0.5732 -4.3548 2.3437 0.06 -0.23 0.18 -1.14
C -0.3572 -4.7407 1.2593 -0.36 -0.21 -0.14 0.93
C -1.7196 -4.4610 1.3594 0.13 -0.09 0.07 1.04
C -2.2372 -3.6194 2.4839 0.00 0.06 -0.03 -1.32
C -2.5844 -4.9617 0.3965 0.08 -0.01 -0.07 -0.65
C -2.1258 -5.7477 -0.6463 -0.05 0.03 -0.05 0.65
C -3.0786 -6.3242 -1.6523 0.05 -0.04 0.06 -1.84
C -0.7674 -6.0152 -0.7317 0.04 0.00 0.06 -0.94
C 0.1251 -5.5102 0.1982 0.00 -0.02 0.05 1.07
C 1.5964 -5.7780 0.0692 -0.04 -0.05 -0.03 -2.02
C 2.5099 -1.4653 3.8028 0.23 0.25 0.12 0.82
C 3.7232 -1.0644 3.2464 -0.10 -0.09 0.09 0.87
C 4.5821 -2.0148 2.4653 -0.01 0.03 -0.03 -1.12
C 4.1552 0.2413 3.4471 -0.12 0.06 0.05 -0.68
C 3.4227 1.1346 4.2091 0.11 -0.02 0.04 0.64
C 3.8582 2.5594 4.3760 -0.06 -0.01 -0.03 -1.42
C 2.2607 0.6884 4.8283 -0.02 -0.07 -0.05 -0.68
C 1.7965 -0.6000 4.6406 0.02 0.07 0.06 0.87
C 0.5755 -1.1013 5.3546 0.02 0.05 -0.02 -1.44
C 4.2173 -0.3301 -2.1309 0.36 0.19 0.15 0.57
C 4.4098 1.0152 -1.8263 -0.09 -0.10 -0.15 1.14
C 3.5873 2.0891 -2.4705 -0.08 0.04 0.04 -1.42
C 5.3807 1.3641 -0.8938 0.03 -0.09 0.09 -0.72
C 6.1674 0.4099 -0.2745 -0.02 0.10 0.04 0.92
C 7.2256 0.7897 0.7199 -0.01 -0.02 -0.07 -1.68
C 5.9694 -0.9268 -0.5966 -0.02 -0.02 -0.18 -0.89
C 5.0021 -1.3103 -1.5080 0.09 0.04 0.03 1.48
C 4.7721 -2.7618 -1.8111 0.07 0.01 0.03 -1.96
H -4.7096 -3.3047 -4.6598 -0.09 -0.06 0.04 0.33
H -4.3176 -2.9329 -6.3396 -0.06 -0.03 -0.03 0.43
H -4.9043 -1.6586 -5.2755 -0.07 0.05 0.01 0.36
H -2.5222 -4.1568 -4.0406 -0.04 -0.15 0.05 0.26
H -0.4470 -4.9881 -3.3735 -0.04 -0.12 0.00 0.41
H 0.4586 -3.7931 -2.4538 0.10 -0.05 0.08 -0.03
H 0.9878 -4.2224 -4.0812 0.06 -0.06 -0.02 0.47
H 0.4718 0.3318 -6.1108 0.05 0.08 -0.04 0.51
H 0.1298 1.0296 -4.5338 0.04 0.13 0.03 0.28
H -1.0478 1.1994 -5.8490 -0.07 0.07 0.00 0.41
H -2.8778 -0.2915 -5.7896 -0.07 0.13 -0.01 0.33
H 1.4221 -2.2880 -6.2137 -0.03 -0.01 -0.07 0.49
H 3.8612 -1.8760 -6.3937 0.04 -0.02 -0.10 0.43
H 5.0600 -0.8966 -4.4642 0.13 -0.02 0.00 0.56
H 3.0462 -3.6469 5.2190 0.07 0.03 0.09 0.56
H 2.1102 -5.9209 4.9296 0.02 -0.08 0.04 0.40
H 0.5157 -6.3530 3.0865 0.00 -0.10 -0.03 0.57
H -1.6535 -3.7774 3.3897 -0.06 0.07 0.08 0.54
H -3.2813 -3.8419 2.6920 -0.10 0.00 0.04 0.75
H -2.1587 -2.5624 2.2153 -0.04 0.09 0.11 -0.37
H -3.6401 -4.7392 0.4686 -0.15 0.03 0.02 0.37
H -4.0125 -5.7682 -1.6646 -0.11 0.03 -0.05 0.33
H -3.3016 -7.3643 -1.4089 -0.07 -0.05 -0.04 0.40
H -2.6461 -6.3048 -2.6504 0.00 -0.01 -0.13 0.36
H -0.3976 -6.6366 -1.5373 0.06 0.00 -0.11 0.40
H 1.8344 -6.1399 -0.9286 0.03 -0.03 -0.07 0.44
H 1.9170 -6.5279 0.7939 0.11 0.00 0.02 0.41
H 2.1664 -4.8690 0.2582 0.09 0.03 -0.01 0.25
H 4.1039 -2.9869 2.3608 0.08 -0.03 -0.07 0.12
H 5.5409 -2.1497 2.9696 0.06 -0.05 0.02 0.59
H 4.7744 -1.6125 1.4727 0.04 -0.06 -0.03 -0.22
H 5.0764 0.5652 2.9814 0.12 0.05 -0.06 0.22
H 4.8566 2.7142 3.9717 0.07 0.06 -0.01 0.38
H 3.8535 2.8513 5.4267 0.03 0.03 0.02 0.42
H 3.1632 3.2131 3.8479 -0.01 0.10 -0.05 0.20
H 1.7012 1.3697 5.4556 -0.08 0.06 0.04 0.34
H 0.1204 -0.3103 5.9460 -0.05 0.05 0.03 0.44
H 0.8428 -1.9303 6.0130 -0.08 -0.02 0.06 0.34
H -0.1612 -1.4668 4.6394 -0.09 -0.04 0.04 0.06
H 3.2220 1.7759 -3.4483 -0.02 0.08 -0.03 0.26
H 4.1628 3.0081 -2.5745 0.02 0.04 -0.04 0.61
H 2.7192 2.3152 -1.8472 -0.10 0.04 -0.01 -0.24
H 5.5226 2.4122 -0.6676 0.04 0.09 0.03 0.47
H 7.1229 1.8291 1.0225 0.03 0.08 0.06 0.22
H 8.2197 0.6524 0.2913 0.07 0.03 0.03 0.39
H 7.1580 0.1578 1.6046 0.03 0.00 0.11 0.36
H 6.5897 -1.6829 -0.1302 -0.01 -0.08 0.07 0.36
H 5.2985 -3.3915 -1.0967 0.03 -0.05 0.05 0.44
H 5.1176 -3.0109 -2.8153 -0.01 -0.08 -0.03 0.37
H 3.7080 -2.9916 -1.7642 -0.08 -0.07 0.02 0.20
S 1.1415 2.4292 1.4722 0.88 0.79 0.44 0.77
C 0.7993 4.1305 0.9421 0.63 -1.98 0.42 -0.51
N 1.7434 4.9681 0.6166 -0.04 1.18 -0.29 -0.67
N 3.0181 4.5876 0.6248 0.03 -1.33 0.42 0.88
C 4.0079 5.4736 0.3270 0.19 0.58 -0.19 0.42
C 3.6789 6.7803 -0.0626 -0.24 -0.16 0.04 -0.67
C 4.6668 7.6755 -0.3937 0.24 0.02 -0.02 -0.60
C 6.0031 7.3056 -0.3437 0.21 0.13 -0.04 -0.50
C 6.3379 6.0202 0.0578 0.05 0.14 -0.05 -0.56
C 5.3574 5.1101 0.3965 -0.19 -0.16 0.05 0.05
N -0.4216 4.5818 0.9676 -1.05 1.15 -0.29 -0.61
N -1.4745 3.7758 1.1671 0.90 -0.90 -0.28 1.32
C -2.5392 4.5365 1.6179 -0.30 0.34 0.11 -1.07
C -3.8820 4.2050 1.3861 0.29 -0.16 -0.14 1.24
C -4.9043 5.0137 1.8374 -0.15 0.19 0.18 -1.18
C -4.6393 6.1703 2.5526 -0.14 0.01 0.00 -0.86
C -3.3159 6.5158 2.7908 -0.16 0.09 0.04 -0.65
C -2.2870 5.7281 2.3299 0.08 -0.13 -0.01 -0.70
H 3.2414 3.6266 0.8898 -0.01 0.19 -0.12 -0.18
H 2.6376 7.0519 -0.0972 -0.10 0.03 -0.02 0.41
H 4.3949 8.6758 -0.6992 -0.03 0.09 -0.02 0.36
H 6.7716 8.0169 -0.6094 0.09 0.02 -0.01 0.36
H 7.3774 5.7253 0.1059 0.06 -0.03 0.02 0.36
H 5.6267 4.1149 0.7240 0.00 -0.08 0.04 0.28
H -4.1312 3.3217 0.8169 0.04 0.03 0.03 0.16
H -5.9294 4.7444 1.6223 -0.11 -0.05 -0.03 0.42
H -5.4470 6.7920 2.9103 -0.07 0.06 0.02 0.37
H -3.0886 7.4150 3.3472 0.04 0.07 0.04 0.38
H -1.2603 6.0079 2.5128 -0.02 -0.03 0.01 0.53
C -6.4976 0.4911 -0.4235 0.59 -0.22 -0.03 -1.16
Si -4.9939 -0.6624 -0.3647 -0.47 -0.88 -0.40 0.76
C -5.4262 -2.0580 0.8541 0.42 0.59 -0.19 -0.78
C -4.6936 -1.5105 -2.0386 0.08 0.38 0.51 -0.65
Sb -3.0485 0.8423 0.2855 -2.95 0.01 -0.29 0.17
Si -3.9328 1.0853 2.9303 -0.03 0.19 0.59 0.91
C -5.7489 1.7002 3.1914 0.89 -0.32 -0.38 -1.18
C -2.6717 2.2185 3.8356 -0.13 -0.42 -0.74 -0.83
C -3.8106 -0.6279 3.8229 0.07 0.64 -0.73 -0.36
Si -3.4443 2.6539 -1.7833 0.02 0.44 -0.58 1.26
C -5.2137 3.3965 -2.0170 0.70 -0.52 0.22 -1.55
C -3.0299 1.5625 -3.3102 -0.14 0.33 0.83 -0.22
C -2.2314 4.1466 -1.8048 -0.26 -0.84 0.41 -0.76
H -7.4227 -0.0720 -0.4065 -0.23 -0.27 0.02 0.50
H -6.4905 1.1015 -1.3151 0.03 0.17 -0.27 0.25
H -6.4903 1.1614 0.4265 -0.03 0.18 0.28 0.08
H -6.1308 -2.7420 0.3904 -0.15 -0.06 -0.22 0.53
H -5.8808 -1.6730 1.7588 -0.07 0.09 0.24 0.49
H -4.5377 -2.6181 1.1206 0.17 -0.15 0.10 -0.32
H -5.2524 -2.4376 -2.1082 -0.20 -0.23 0.08 0.53
H -3.6402 -1.7470 -2.1689 0.16 -0.04 -0.01 -0.21
H -5.0017 -0.8786 -2.8623 -0.04 0.20 -0.22 0.41
H -5.9795 2.5743 2.5993 -0.01 0.24 -0.17 0.17
H -5.8877 1.9665 4.2339 0.09 0.02 0.30 0.44
H -6.4643 0.9233 2.9474 -0.15 -0.26 -0.08 0.38
H -2.9897 3.2525 3.9151 -0.15 0.12 -0.05 0.33
H -1.7338 2.2051 3.2616 -0.19 0.17 0.34 -0.17
H -2.4363 1.8454 4.8289 -0.11 -0.24 0.16 0.68
H -4.2977 -1.4280 3.2795 -0.10 -0.17 -0.10 0.01
H -4.2525 -0.5800 4.8153 -0.15 0.24 0.14 0.54
H -2.7614 -0.8861 3.9281 0.14 -0.03 0.01 -0.31
H -5.8286 2.7451 -2.6266 -0.15 -0.20 -0.13 0.51
H -5.1236 4.3438 -2.5362 0.15 0.25 -0.13 0.46
H -5.7299 3.5824 -1.0854 -0.13 0.06 0.30 0.31
H -3.3475 0.5351 -3.1715 -0.06 -0.17 -0.01 -0.20
H -1.9516 1.5454 -3.4276 0.12 0.00 0.03 -0.44
H -3.4725 1.9401 -4.2273 -0.23 0.21 -0.12 0.63
H -2.5251 4.9373 -1.1208 -0.08 0.04 0.11 0.30
H -2.1468 4.5662 -2.8056 -0.24 -0.11 -0.27 0.63
H -1.2359 3.8147 -1.5179 0.05 0.11 0.01 -0.23
```
Forces are in eV/Å.

***

(4)
# C3H2N2OS

A single C3H2N2OS molecule at a distorted geometry (the ωB97M-V functional and the def2-TZVPD basis, the OMol25 dataset).

Values from the calculation:
HOMO level = -0.3427 hartree
LUMO energy = -0.0451 Ha
molecular weight = 114.13 Da
calculated total energy = -698.3589 a.u.
SMILES = S=c1cncno1

The geometry in XYZ format:
```
9
Properties=species:S:1:pos:R:3:forces:R:3:mulliken_charge:R:1
S -2.7825 -0.2491 0.0341 -0.54 0.47 -0.18 -0.30
C -1.1790 -0.2077 -0.1003 -0.76 0.48 0.50 0.42
C -0.3444 1.0097 -0.0992 -2.01 0.91 0.69 0.01
N 0.9019 0.9467 -0.0042 1.59 -0.16 0.46 -0.46
C 1.4492 -0.3387 0.0743 -0.51 -0.29 -0.90 0.01
N 0.8195 -1.4595 -0.0309 1.38 0.70 0.63 -0.31
O -0.5545 -1.3864 -0.0576 0.52 -0.19 -0.50 -0.12
H -0.8371 2.0239 0.0328 0.34 -1.44 -0.70 0.34
H 2.5268 -0.3388 0.1511 -0.01 -0.49 -0.01 0.40
```
Forces are in eV/Å.

***

(5)
# C4H9O2P

A single C4H9O2P molecule at a distorted geometry (the ωB97M-V functional and the def2-TZVPD basis, the OMol25 dataset).

Values from the calculation:
HOMO level (alpha / beta) = -0.2779 / -0.2779 hartree
LUMO energy (alpha / beta) = 0.0042 / 0.0042 Ha
molecular weight = 120.09 Da
calculated total energy = -649.4716 a.u.
SMILES = C=P(=CO)OCC

The geometry in XYZ format:
```
16
Properties=species:S:1:pos:R:3:forces:R:3:mulliken_charge:R:1
C 0.3859 -1.7955 -1.1757 -1.34 0.87 0.24 -0.75
P -1.0698 -1.0108 -1.0115 -0.06 0.85 0.87 0.47
C -3.0011 -1.1920 -0.5280 0.15 -0.36 -0.70 -0.33
O -3.7644 -0.0656 -0.6726 0.73 0.13 0.81 -0.41
O -0.7065 0.2449 -0.0028 -0.31 -0.18 0.52 -0.35
C 0.5249 1.0229 0.0071 -1.91 2.61 -3.46 -0.53
C 1.3379 1.0516 1.2646 -0.23 3.22 -2.44 -1.04
H 0.4535 -2.5351 -1.9366 0.52 -0.49 -0.26 0.29
H 1.1924 -1.3154 -0.6245 0.11 -0.82 -0.18 0.30
H -3.5376 -1.9606 -1.1549 1.08 0.39 0.37 0.24
H -3.5238 0.5305 0.0643 -0.06 -0.20 -0.57 0.36
H 1.0463 0.7497 -0.8916 0.95 -0.73 -0.07 0.51
H 0.1686 2.0602 -0.4400 0.55 -1.42 1.79 0.28
H 1.9004 0.2124 1.2640 1.93 -2.60 0.77 0.29
H 1.9498 1.9908 1.3344 -0.26 -0.99 -0.50 0.33
H 0.6700 1.1661 2.0166 -1.86 -0.27 2.81 0.34
```
Forces are in eV/Å.

***

For reference, energy relative to the best compared isomer or geometry (same formula, charge and spin) by record: 3.919 1.006 1.278 2.237 5.994 eV.